# C65H69N11O40

A 20-piece molecular cluster, C65H69N11O40 overall in a non-equilibrium geometry (ωB97M-V/def2-TZVPD, the OMol25 dataset).

XYZ file:
```
185
Properties=species:S:1:pos:R:3:forces:R:3
C -5.0867 -2.2936 3.9787 -0.4430 0.5004 1.2177
O -1.9692 -1.3686 0.6603 -2.9459 -1.5453 -0.6799
C 3.8778 3.1066 -4.1162 0.0800 0.7715 3.4250
H 3.2758 3.2397 -0.6450 -0.3193 -0.2156 0.2169
O 5.9967 -1.4761 1.2830 -0.3247 1.4779 1.4828
H -3.3294 -2.7646 -2.3102 0.6220 -0.3877 -0.1090
H -3.9749 -0.5895 -3.8913 -0.2386 0.1190 0.0572
H 4.8638 -3.4224 -6.6281 -0.7484 0.1038 0.7500
H -0.8875 -1.3742 -7.4001 -0.2565 -0.4556 -0.0631
N -3.3062 1.3259 -1.4473 1.6366 0.5111 1.0594
C -3.2758 2.0107 4.0073 0.3122 -0.2965 1.4624
C 1.9886 -3.2791 6.3370 0.4745 -2.1810 -0.1572
O 1.7629 -5.4079 2.8270 -2.4090 0.0583 -0.3556
C 1.7113 0.3762 0.8724 -0.4440 -0.2016 1.7053
H -6.9393 -3.2872 4.2492 -0.5268 -0.2485 -0.3273
C 3.1702 2.9684 -2.7339 -1.2320 -1.7343 -2.8048
O 2.8670 -2.1951 2.2467 -0.4808 -0.1501 -0.7026
H -2.1029 -7.0616 1.4174 -1.0279 -0.7583 -0.4828
O -0.9683 8.0106 -1.3312 0.0249 1.2142 -0.6217
H -5.8277 3.8167 5.3175 -1.1147 1.0876 0.7021
H -0.3247 3.1209 5.2230 -0.0059 -0.9299 0.4577
C 1.8461 -1.8831 6.6440 1.9147 1.9225 -0.0840
O 2.8200 0.8727 0.9364 -0.4855 0.0990 0.0293
H -1.0365 -0.5620 2.8272 -0.3940 0.4232 0.1873
C 3.2964 -1.7986 -4.0881 -0.6760 1.5229 0.4782
H -3.5129 -0.1277 6.2755 -1.8884 -0.7025 -0.3346
H 2.2593 2.3289 -2.7675 0.6085 0.7779 0.1979
C 0.5571 -5.2354 2.5511 1.9391 -1.8905 -1.0222
O 2.1846 3.2496 4.1795 0.6392 0.9766 -0.4544
N 6.9064 -0.1079 -3.2863 -1.5237 -1.9170 -0.6710
H -5.8055 -0.3727 7.3392 -0.7202 -0.2226 0.1138
H 0.9208 2.8433 -6.4870 -0.4260 0.8067 0.1147
O 6.8446 0.9217 -3.8877 0.1573 1.0347 -0.8387
O -5.0669 2.5987 1.0572 0.1027 -0.0526 -0.2143
H 5.6048 3.9321 -4.9872 0.8135 0.1527 -0.8480
C 2.4081 -4.1595 -4.2755 -0.4391 2.1516 0.9652
O 2.0522 -3.3160 0.5437 0.4698 0.8345 0.8737
C -1.5788 -6.2309 1.7862 0.0796 2.3437 0.0631
C -0.0424 2.7782 6.2345 2.2126 0.2264 -1.1479
H 0.5209 -3.2940 3.3618 -0.1833 -0.0070 -0.5570
C -0.0204 6.1178 -2.3920 0.5233 -0.0368 -1.9542
C 2.8606 4.9224 2.5606 -2.0773 0.5855 0.4366
N -1.4335 -3.2132 -3.2791 0.0901 -2.0241 0.5807
C -4.7266 2.7021 2.2165 -1.0326 1.1548 0.4256
H 1.6412 -2.7059 -2.9309 -0.0620 0.1648 0.0234
O -1.7128 0.7442 -4.4845 -3.1896 -2.6875 -1.8576
O -3.7149 -2.6551 -5.3391 0.4706 -0.9085 1.0424
O 3.5702 2.5503 -5.1141 -1.3607 -1.0082 -1.5153
O 1.8647 -2.2311 -7.8267 -1.6133 0.8405 1.5560
H -3.0781 2.9115 -2.8350 -0.0020 0.0668 0.4504
H 1.9548 -0.5562 -1.0919 0.8672 0.2841 -0.7343
H 2.8029 0.0701 6.7393 -0.3659 -0.2034 0.2347
C 4.4015 -2.9693 6.0646 0.8071 0.2086 -0.6311
C 2.8749 -1.0049 6.5875 0.7024 -0.4293 -0.8291
C 1.2586 -0.3469 -0.3228 -0.8456 -0.4518 0.2733
H 0.1460 6.6262 -3.3779 -0.1380 -0.3509 1.1621
H 6.7862 4.4401 -2.9196 -0.8352 0.4583 0.3905
C -7.6508 -0.7184 0.6929 -0.2325 0.8351 1.4776
H 7.9897 -0.7829 -1.7809 0.8957 0.0097 0.8500
C -3.5638 1.9815 2.7440 -1.6045 1.1296 -1.1232
O -0.1265 0.6174 5.4350 -0.0128 0.0867 0.3323
C 7.2319 -0.0337 -1.8431 -1.2355 -0.8090 -0.5095
O -1.2128 -2.0603 -3.5371 -0.1859 0.5600 -0.0912
H -0.3957 4.4762 1.1839 -0.8657 0.1828 -1.8343
C -5.2638 -1.1007 1.2743 1.5713 0.4342 0.4902
H -1.9425 -2.8305 2.8172 -0.1446 0.6122 0.4377
H 1.7843 -5.0037 -3.9821 0.0574 0.3805 -0.0093
H 3.5549 4.2404 2.1143 0.2053 -0.8238 0.4037
H -4.7835 -2.7835 3.1125 0.6011 -0.9507 -1.1954
C -0.6634 6.2027 -0.0050 -0.1279 -0.1906 0.4968
H 4.8798 -3.4209 1.5416 -0.5597 -0.6638 0.4947
C 3.4158 -4.4012 -5.3051 -0.3184 1.0563 0.9124
H -3.0167 1.4883 2.0082 1.0671 -1.0227 -1.0022
O -5.9350 -2.2791 -1.9769 0.0506 -0.7952 -1.6084
H -6.4442 3.9449 2.7092 -0.3088 0.5206 0.0573
C -2.7325 -3.6507 -2.6029 0.4486 1.7110 -0.1897
H -2.4007 -4.2295 -1.7372 -0.4366 -0.2811 -0.4913
H -0.2737 -1.3906 -1.3385 0.1139 0.0502 0.3474
O -3.5056 -4.8761 2.2711 -0.5448 0.0710 -0.5510
H -4.6504 2.9019 -1.9029 0.3354 -0.0418 -0.0320
C 3.3530 -3.8033 6.0397 0.3646 1.4735 0.0033
O -0.0269 0.8319 7.5968 -0.0515 1.3462 -2.1258
C -3.5661 2.7624 -1.8622 -0.4922 -1.3338 -0.1890
O 0.4206 5.1061 -8.7682 -0.5939 0.2497 -1.5050
O 7.4630 -0.0054 1.7482 -0.6801 0.5654 0.8037
O -0.8134 2.4908 -3.8176 0.7591 0.6534 0.2546
C -6.5157 -0.4793 1.6580 -2.1902 0.3454 1.4475
C -4.0936 2.7554 4.9820 -0.0586 0.9674 0.7428
C -5.6346 -0.8859 6.4058 2.4238 1.0550 -0.2409
C 4.2419 -2.0109 -5.1727 -0.4160 -1.4461 -0.8028
C -0.1016 -4.0114 2.8073 -1.8486 3.1465 1.8690
C -4.4219 -0.6965 5.8544 1.4081 0.4584 0.2618
H -8.5724 -0.2387 1.0497 0.2560 -0.2422 -0.5072
O -6.7731 0.1112 2.7279 1.1805 -0.9379 -2.1388
H 0.2230 -0.5663 -3.6907 0.0002 0.6208 0.0259
H 0.8876 -1.5790 6.9293 -1.3564 0.5699 0.3306
O -2.2332 1.1570 -0.8263 -1.7651 0.0872 -1.2231
N 0.7224 4.6791 -7.7008 0.4432 -0.6274 1.8390
C -0.4428 -0.2612 1.9774 1.0993 0.0214 -0.3376
C -5.2672 3.5174 4.4870 0.5146 -1.1475 -2.2075
O 3.6238 -5.5265 -5.6528 0.6358 -1.1405 -1.0316
C 5.0302 4.0643 -1.5886 -0.0335 0.2307 1.6134
C -2.3106 -4.9260 2.1454 1.5662 -0.1527 1.5286
H -4.2462 0.4533 -5.2883 0.2910 1.2881 -0.7383
C -0.2595 -6.2828 1.8523 1.1068 -0.3205 0.6414
O -3.7493 -1.1959 -6.8889 0.5943 -0.0987 -0.0180
H -8.2710 -1.4259 -1.1996 -0.2967 -0.3996 0.2578
C -0.9236 -0.8220 0.6519 2.5963 1.0201 2.3887
H 4.0087 -4.7217 0.6877 -0.3864 0.5343 -0.0034
C 3.9557 -4.0423 1.5481 2.5986 -1.1399 -0.7412
O -0.6642 -4.1442 -3.5243 -0.6197 0.9942 0.0937
C 4.1799 -3.2183 -5.7664 2.0853 0.4197 -1.4562
C -0.5511 6.8851 -1.2671 -0.5562 -0.3244 -0.6377
H 1.6231 2.8835 -8.0379 -0.2857 -0.0832 -0.2754
O -7.7609 -1.7522 6.1455 -0.2031 -0.0524 0.1474
H 1.0413 3.0984 6.3373 -1.4417 -0.4055 0.2959
H 4.8771 -1.1895 -5.5186 -0.3503 -0.4289 0.2602
C 0.2234 4.8091 -2.2812 0.5883 -0.0709 -0.4020
H -5.5242 -0.6946 -4.7955 0.4970 0.0681 -0.0186
H 1.1928 0.7128 3.0496 -0.3895 -0.4340 -0.5039
N 6.3756 -0.5028 1.9758 0.8557 -1.5632 -1.5064
H 0.6827 4.2018 -3.0563 -0.3583 0.2947 -0.1508
O 3.2218 -0.6844 -3.5585 -0.2072 -1.3012 0.1005
C -5.1034 -1.7530 0.1200 1.5872 -0.3255 1.5159
H -4.0826 -2.1527 0.0087 -0.7069 0.0591 -0.6471
H 0.2832 -7.1582 1.5166 0.0345 -0.0637 0.1261
C -6.2517 -2.5364 4.5607 0.8894 0.6380 0.4615
H -0.4990 -2.1630 -5.8682 -0.6411 -0.0348 1.1581
O 5.2493 -0.6956 6.1164 -0.4296 -0.1247 -0.1750
C -0.0477 4.0647 -1.0451 -1.1015 1.4432 1.3649
H -3.1201 3.2458 -1.0252 0.3032 1.0655 0.1368
O 0.0759 2.8834 -0.9060 0.6728 -1.2761 -0.2046
C -6.1621 -1.9280 -0.8613 -1.1167 1.3737 1.4553
H -0.1508 2.7548 -7.9392 -0.3135 0.0514 -0.2057
H 5.9862 0.0957 4.0655 0.0886 -0.7211 -0.8791
H -3.2475 -4.0990 -3.4395 -0.2367 -0.8030 0.3416
C 5.4908 0.0184 3.0747 -0.5399 -0.5766 0.2612
C -4.0697 -1.4165 4.6160 0.4942 -1.2615 -0.5119
H -0.8739 6.8990 0.7663 -0.2114 0.2063 1.0261
C -7.5272 -1.4252 -0.4113 0.8714 -0.0035 -1.4990
O 1.4622 -0.7862 -6.2665 -0.4007 0.0297 0.1348
H 3.3568 5.7730 3.0016 0.0872 0.4177 -0.3270
C -5.5542 3.5660 3.1685 0.9201 -1.4807 0.7279
H -2.4446 1.4185 4.2802 0.8930 -0.3492 1.0083
H -0.6915 3.1781 6.9358 -0.9105 0.9449 1.5468
C -6.6181 -1.7282 5.7355 -1.4437 -0.3322 0.3394
N -3.8671 -1.5314 -5.7187 -1.1550 1.1512 -2.1742
O -4.1183 0.4688 -1.6698 -0.1189 -0.2470 -0.2897
O 1.0527 -4.0575 6.3900 -0.0664 0.3960 -0.1016
H -4.3793 -1.0005 1.9401 -0.7547 0.0959 -0.5626
H 2.0764 5.1955 1.7938 0.9502 0.0038 1.0202
C 5.7036 4.2170 -2.8765 0.9684 -0.6197 -2.0450
H 3.8264 -4.7223 2.3966 -0.0293 0.8495 0.1782
C -1.4307 -3.7448 2.6530 1.3565 -3.1464 -1.6460
H 5.4008 -3.3996 5.8938 -0.3615 0.5074 0.0471
C 2.3396 -2.9098 -3.7311 0.3621 -1.3836 -0.1665
N 1.1063 -1.6903 -6.9882 1.4989 -1.4111 -2.0824
C 0.7238 3.1989 -7.5002 1.1727 -0.6223 -0.2734
O 6.6064 -1.2223 -3.7784 1.0135 1.7949 1.1607
H 7.3929 1.0020 -1.5733 0.5150 -0.1872 0.0357
H 5.2398 1.0437 2.8516 -0.2149 0.1904 -0.5771
O -2.9214 -1.5156 4.1872 -0.6386 0.9670 0.4472
C 5.1268 3.8468 -4.0522 0.7039 0.7258 2.1076
C -0.3319 -2.1750 -6.9098 1.3171 0.8270 -0.3513
H 0.5047 0.8226 -2.5602 0.4184 0.1319 1.0046
C 0.7643 0.3050 2.1160 0.7218 0.4165 -1.2229
H 3.4895 -4.8415 5.7997 -0.2158 -0.3218 0.1607
N -0.8017 1.2875 -4.0091 2.4819 1.5315 1.2929
C 3.7043 3.3852 -1.6196 0.9943 0.8032 0.9713
C -0.5398 4.8983 0.1220 1.7584 -1.0661 1.8529
O 1.0921 5.1044 4.1693 1.5379 -0.2997 -0.6171
C 4.3002 -1.4382 6.1958 -1.5698 -1.8407 1.1442
N 2.8863 -3.1011 1.4246 -1.4517 -0.2142 -0.1182
H 6.3343 -0.4330 -1.3604 0.2190 0.1073 0.1456
H -0.4094 -3.1737 -7.3177 0.0012 0.1765 -0.3445
O 1.1054 5.3562 -6.7689 0.0551 0.1816 0.4269
C 0.4038 0.5064 -3.5654 0.6232 0.3396 -1.7575
C 0.0446 -0.8831 -0.4227 0.1269 0.2830 -1.2217
H 1.2769 0.8364 -4.2040 -1.0261 -0.3313 0.7792
C -4.4452 -0.4790 -4.8668 -0.3779 -1.6651 1.8597
N 2.0202 4.3928 3.7704 -1.1817 -0.9161 -0.6822
N -0.0757 1.3068 6.4401 0.0115 -1.2786 0.6888
O 5.5070 4.4342 -0.5073 -0.4948 -0.4550 -1.6351
O -3.8569 2.8606 6.1791 0.4622 -0.7330 -0.7447
H 4.5938 -0.6447 3.0580 0.7728 0.6775 0.1897
```
Forces are in eV/Å.

## Properties
Multiplicity   1
Energy above the lowest of the compared OMol25 structures with the same formula, charge and spin   16.65 kcal per mole
LUMO   -1.8995 eV
Highest occupied orbital energy   -10.028 eV
Largest force on an atom   4.6 eV Å⁻¹

Atomic partial charges in e from the Mulliken method, atoms 1 to 5: atom 1 (C): -1.035, atom 2 (O): -0.419, atom 3 (C): 0.158, atom 4 (H): 0.574, atom 5 (O): -0.543

=====

# C3H5NOS

A 2-piece molecular cluster, C3H5NOS overall in a non-equilibrium geometry (ωB97M-V/def2-TZVPD, the OMol25 dataset).

XYZ file:
```
11
Properties=species:S:1:pos:R:3:forces:R:3
H 1.3568 1.3998 0.5880 -2.5462 0.3274 0.6340
O -2.4799 -1.1491 0.3031 -0.9451 -2.3202 -0.7360
H -2.6958 -1.9412 -0.3255 0.9521 2.2598 1.3693
H 0.0641 2.3361 -0.2231 -0.0310 -0.4219 -0.5865
N -0.3948 0.2791 0.2558 1.6227 -3.4353 -1.2156
S -1.8265 0.1299 -0.4278 0.3378 0.4550 -0.7339
C 0.1898 1.5383 0.5175 1.5591 2.3139 1.0027
C 2.0162 -1.6396 -0.7097 3.3539 -1.4629 -0.4194
H 3.0219 -2.1201 -0.8563 -1.9491 0.5304 0.1475
H -0.4045 2.0092 1.3920 1.4717 -1.0217 -0.7112
C 1.1528 -0.8423 -0.5140 -3.8259 2.7756 1.2491
```
Forces are in eV/Å.

## Properties
Multiplicity   1
Energy above the lowest of the compared OMol25 structures with the same formula, charge and spin   167.09 kcal per mole
LUMO (spin up / spin down)   -0.5321 / -0.5338 eV
Highest occupied orbital energy (spin up / spin down)   -8.794 / -8.795 eV
Largest force on an atom   4.9 eV Å⁻¹

Atomic partial charges in e from the Mulliken method, atoms 1 to 5: atom 1 (H): 0.239, atom 2 (O): -0.465, atom 3 (H): 0.369, atom 4 (H): 0.302, atom 5 (N): -0.005

=====

# C3H7NO2

C3H7NO2 as an isolated structure (ωB97M-V/def2-TZVPD, the OMol25 dataset).

XYZ file:
```
13
Properties=species:S:1:pos:R:3:forces:R:3
C 1.3275 -0.4597 0.2800 0.0278 -0.0252 0.0081
O 2.0674 0.5377 0.1241 -0.2541 -0.0047 -0.0379
H -1.3308 -2.9359 0.5477 0.1442 0.1200 -0.0089
H 1.2679 -1.2319 -0.5008 0.0236 0.1508 0.0693
H -1.2804 1.9389 0.3346 0.0801 -0.1069 -0.0978
C -0.9439 1.2253 -0.4128 -0.0181 -0.1604 0.0372
N -1.4163 -1.1366 0.1061 0.1226 0.6404 -0.1478
O -0.6563 -2.2496 0.4623 -0.0457 -0.3229 0.0724
H -1.0854 1.5019 -1.4545 0.0694 -0.0446 0.1580
H 0.4924 1.9582 -0.4282 -0.0854 0.0677 -0.0398
H 1.0434 -0.7838 1.2918 0.0419 0.0975 -0.1237
H 1.2707 1.7155 -0.2772 0.1020 -0.2397 0.0820
C -0.7562 -0.0800 -0.0732 -0.2083 -0.1720 0.0289
```
Forces are in eV/Å.

## Properties
Multiplicity   1
Energy above the lowest of the compared OMol25 structures with the same formula, charge and spin   173.45 kcal per mole
LUMO   0.0100 eV
Highest occupied orbital energy   -9.130 eV
Largest force on an atom   0.7 eV Å⁻¹

Atomic partial charges in e from the Mulliken method, atoms 1 to 5: atom 1 (C): -0.264, atom 2 (O): -0.525, atom 3 (H): 0.361, atom 4 (H): 0.353, atom 5 (H): 0.325